Record 1
The following is a DFT calculation (the ωB97M-V functional and the def2-TZVPD basis) of a molecular structure, C22H25AlBr44F4IO at a distorted geometry.

```
98
Properties=species:S:1:pos:R:3
C 3.08829 -4.92261 1.49644
C 2.22714 -4.10169 0.55983
F 1.45676 -5.05947 -0.16800
Al 0.93916 -2.89684 1.57810
C -0.77862 -2.81107 0.51161
C -2.05030 -2.89293 1.38135
C -3.25129 -3.34349 0.54759
F -3.14273 -3.00966 -0.74535
Br -3.32351 -5.31290 0.63444
C -4.62970 -2.76305 1.10155
F -4.44394 -1.93714 2.12716
F -5.48737 -3.71539 1.47990
Br -5.58802 -1.73806 -0.28638
C 1.79601 -1.02522 1.56734
C 2.04798 -0.59174 0.18865
O 2.98800 -0.97816 -0.47442
I 0.63076 0.83499 -0.66849
H 3.72717 -5.60428 0.92926
H 3.70076 -4.26378 2.10057
H 2.42749 -5.52184 2.11779
H 2.85820 -3.53246 -0.12134
H 0.75854 -3.39421 3.09813
H -0.79689 -1.83992 0.02032
H -0.76154 -3.61172 -0.22019
H -2.23337 -1.95180 1.88619
H -1.84698 -3.64344 2.13589
H 1.18338 -0.30344 2.10007
H 2.76851 -1.01342 2.05695
C -2.53495 -6.33372 5.08936
Br -0.75312 -6.05668 4.42260
Br -2.74731 -5.62152 6.87227
Br -3.83812 -5.62053 3.86845
H -2.70113 -7.39836 5.15255
C 0.99746 4.23457 -3.93629
Br -0.57419 3.38289 -3.22815
Br 2.47755 3.02189 -4.07557
Br 0.63530 5.11993 -5.61482
H 1.28053 5.00118 -3.23050
C 6.06332 -2.67203 3.74655
Br 4.54096 -2.58223 4.91989
Br 7.00829 -4.34497 3.95068
Br 5.57141 -2.33971 1.92326
H 6.74456 -1.88856 4.04329
C -7.28136 2.07809 -0.15324
Br -8.31090 3.66088 -0.54080
Br -7.69563 0.65194 -1.37316
Br -5.39284 2.44564 -0.10400
H -7.56632 1.74614 0.83390
C -1.01037 3.56618 2.86998
Br 0.24246 2.11749 3.04300
Br -0.23093 5.25245 3.38477
Br -1.75631 3.65398 1.09472
H -1.82537 3.37180 3.55068
C 9.20690 -4.13105 0.80594
Br 10.56729 -5.49332 0.88080
Br 9.88871 -2.42012 1.37279
Br 8.38632 -4.03656 -0.93099
H 8.43538 -4.41256 1.50788
C 6.12975 -4.32961 7.87003
Br 7.15238 -5.95541 8.00360
Br 4.40649 -4.49968 8.70899
Br 7.10767 -2.81586 8.54762
H 5.95394 -4.14893 6.81874
C 2.66830 4.22667 0.03388
Br 2.31951 5.94001 -0.79387
Br 3.77371 3.09558 -1.05322
Br 3.39600 4.45025 1.80112
H 1.71303 3.72506 0.14168
C 3.34849 -2.33872 -3.37207
Br 1.75766 -3.27819 -2.86878
Br 4.86893 -3.52121 -3.49564
Br 3.11044 -1.31917 -4.99449
H 3.55814 -1.63176 -2.58019
C -1.62014 7.83430 -7.79982
Br -3.47943 7.58913 -7.35957
Br -1.03401 6.60203 -9.15834
Br -1.23626 9.65855 -8.27507
H -1.06037 7.61238 -6.90171
C -6.15439 -7.30755 -1.53886
Br -7.88313 -8.15978 -1.44758
Br -5.24606 -7.72316 -3.18561
Br -6.27390 -5.41670 -1.24935
H -5.55739 -7.71605 -0.73597
C 0.77644 8.57929 -3.77647
Br 0.65309 9.07912 -1.92173
Br -0.96046 8.34850 -4.56741
Br 1.85662 9.81114 -4.78322
H 1.27092 7.61791 -3.81411
C -8.55538 0.68544 -5.50633
Br -7.85097 -1.10379 -5.43609
Br -10.18507 0.84578 -4.48756
Br -7.24030 1.98718 -4.97458
H -8.80603 0.89209 -6.53551
C -0.88312 11.84933 0.66700
Br -1.47336 11.11089 2.34312
Br -2.35839 12.19794 -0.51652
Br 0.20880 13.41437 0.92250
H -0.26364 11.10427 0.19053
```

- Multiplicity: 1
- HOMO-LUMO gap: 6.6 eV
- Net charge: -1

***

Record 2
The following is a DFT calculation (the ωB97M-V functional and the def2-TZVPD basis) of a molecular structure, C22H25AsBF4GeTeY.

```
56
Properties=species:S:1:pos:R:3
Y -0.34379 2.09856 0.00795
C -4.23627 5.30062 1.30380
As -3.26180 4.24517 -0.07378
C -4.23797 4.92772 -1.64360
C -4.32492 2.61606 0.21509
H -5.31279 5.13691 1.21047
H -4.02543 6.36592 1.19542
H -3.88943 4.96851 2.28140
H -5.31754 4.85984 -1.49100
H -3.92181 4.32027 -2.49091
H -3.95920 5.96866 -1.81430
H -5.38142 2.83092 0.04313
H -4.16719 2.28598 1.24195
H -3.96110 1.87058 -0.49131
F 0.33108 2.46797 2.63265
B -1.05216 2.37748 2.86208
F -1.48129 1.34435 1.90131
F -1.38864 2.05386 4.14099
F -1.63537 3.57314 2.42270
Te -1.42390 2.23569 -2.61052
C 1.56947 1.17956 -0.45053
Ge 1.65623 -0.68121 -0.51077
C 0.65314 -1.75604 -1.88511
C -0.73441 -1.84061 -1.92442
C -1.39761 -2.54410 -2.92237
C -0.68244 -3.17469 -3.92793
C 0.70300 -3.07827 -3.93031
C 1.35152 -2.37722 -2.92419
C 3.45374 -1.60321 -0.52075
C 4.59492 -0.83923 -0.29936
C 5.85401 -1.41864 -0.19739
C 5.99426 -2.79291 -0.31241
C 4.86642 -3.57778 -0.52388
C 3.61627 -2.98512 -0.62549
C 0.96931 -1.35480 1.24117
C 0.22958 -2.52609 1.39500
C -0.19908 -2.95658 2.64528
C 0.10776 -2.21361 3.77668
C 0.84297 -1.04361 3.64415
C 1.26968 -0.62640 2.39132
H 1.83401 1.56381 -1.45124
H -1.33045 -1.32310 -1.17872
H -2.48141 -2.56805 -2.91972
H -1.19877 -3.71514 -4.71366
H 1.28288 -3.54159 -4.72220
H 2.43282 -2.31154 -2.95656
H 4.47481 0.23645 -0.20063
H 6.72550 -0.79543 -0.02519
H 6.97407 -3.25191 -0.23367
H 4.96060 -4.65578 -0.60791
H 2.74716 -3.61467 -0.78214
H -0.02223 -3.11654 0.51906
H -0.78090 -3.86822 2.73447
H -0.23572 -2.53754 4.75316
H 1.07036 -0.44153 4.51697
H 1.81948 0.30312 2.28577
```

- Multiplicity: 1
- HOMO-LUMO gap: 4.8 eV
- ΔE to the lowest compared entry with this formula, charge and spin: 0.914 eV
- Net charge: -2

***

Record 3
The following is a DFT calculation (the ωB97M-V functional and the def2-TZVPD basis) of a molecular structure, C22H25BrClN5O5PRhS at a distorted geometry.

```
62
Properties=species:S:1:pos:R:3
Rh -0.40893 0.19230 -0.74399
O -0.41283 2.70100 5.17931
C -0.41393 2.06590 4.01931
C 0.30287 0.88760 3.76701
C 0.21657 0.30180 2.52041
N -0.54143 0.79030 1.54101
C -1.21483 1.91060 1.78321
Br -2.30583 2.51480 0.36511
C -1.18583 2.59780 2.97471
H 0.13467 2.26320 5.84761
H 0.91287 0.44010 4.53841
H 0.76817 -0.59810 2.28711
H -1.74713 3.50760 3.12371
O 0.91787 2.14470 -0.81159
S 2.17617 1.44910 -1.06949
O 2.63287 1.37410 -2.41749
N 1.76567 -0.07650 -0.55299
C 2.35727 -1.21750 -0.92569
C 3.73287 -1.41200 -1.07289
C 4.22707 -2.66180 -1.43139
C 3.38837 -3.73450 -1.65069
C 1.98687 -3.58150 -1.55049
C 1.04807 -4.59930 -1.81349
C -0.29443 -4.31120 -1.75689
C -0.71203 -3.01490 -1.42889
N 0.14657 -2.06110 -1.14279
C 1.46647 -2.31170 -1.19149
C 3.41717 2.06270 0.03911
C 3.10227 2.17100 1.38221
C 4.07257 2.60870 2.26921
C 5.33037 2.95910 1.79941
C 5.62437 2.86750 0.44741
C 4.66747 2.40200 -0.44309
H 4.40647 -0.58990 -0.88899
H 5.29477 -2.79170 -1.52769
H 3.80207 -4.69470 -1.91859
H 1.39427 -5.58750 -2.07869
H -1.03373 -5.06430 -1.97759
H -1.76313 -2.75840 -1.39209
H 2.10437 1.92540 1.71091
H 3.85217 2.69010 3.32221
H 6.07977 3.31760 2.48841
H 6.59677 3.15790 0.08321
H 4.86907 2.31180 -1.49939
Cl -1.05323 0.69890 -2.94819
N -3.86873 0.11650 -3.40039
C -4.37073 0.74620 -2.17189
P -4.02403 -0.49350 -0.81009
O -4.72733 -1.75560 -1.20909
O -2.57773 -0.60140 -0.45289
C -5.04453 0.06240 0.68981
N -6.03873 -1.02280 0.83191
H -4.11763 -0.88060 -3.38589
H -2.76393 0.22690 -3.38049
H -4.23083 0.55020 -4.25369
H -5.44853 0.89040 -2.22939
H -3.88633 1.70690 -2.01409
H -5.51013 1.03940 0.56791
H -4.38303 0.10680 1.55581
H -5.99653 -1.51870 1.72631
H -5.71413 -1.68690 0.02241
H -7.00483 -0.73350 0.65951
```

- Multiplicity: 1
- HOMO-LUMO gap (alpha / beta): 5.6 / 5.4 eV
- ΔE to the lowest compared entry with this formula, charge and spin: 3.772 eV
- Net charge: +2

***

Record 4
The following is a DFT calculation (the ωB97M-V functional and the def2-TZVPD basis) of a molecular structure, C22H25ClN4O5Se2SiW.

```
61
Properties=species:S:1:pos:R:3
W 0.17446 -0.62436 -0.05296
N 1.21855 -4.17268 -1.27443
C 0.96693 -3.28918 -0.32727
O -0.13314 -2.65353 -0.35620
C 1.96886 -2.92842 0.70828
C 2.18213 -1.40803 0.50854
H 0.56703 -4.27548 -2.03656
H 2.10432 -4.64568 -1.31377
H 2.86729 -3.54550 0.64181
H 1.48659 -3.09289 1.67652
H 2.95150 -1.25188 -0.25660
H 2.54950 -0.96869 1.43745
O -4.18527 3.14843 0.70971
C -3.08086 3.70119 1.17501
O -3.09050 4.67643 1.88128
C -1.80267 2.97356 0.91138
C -0.54731 3.36349 1.36593
Cl -0.07081 4.72675 2.24351
N 0.36216 2.46108 0.94609
N -0.24481 1.50242 0.22337
C -1.54384 1.79939 0.19154
C -2.43779 0.76544 -0.43817
O -3.62311 1.01074 -0.62978
O -1.82945 -0.32806 -0.71236
C 1.76337 2.37410 1.20916
C 2.63198 2.24395 0.13836
C 3.98636 2.09139 0.39192
C 4.45396 2.08800 1.69863
C 3.56776 2.23094 2.75875
C 2.20996 2.36664 2.51909
H -4.02820 2.27271 0.25416
H 2.24880 2.24117 -0.87292
H 4.67342 1.97860 -0.43576
H 5.51176 1.97173 1.89296
H 3.93037 2.22402 3.77786
H 1.50492 2.45132 3.33354
C -0.08066 -1.73335 5.56006
Si -0.86336 -0.33016 4.60671
C -0.07658 1.30019 5.07574
C -2.71004 -0.28590 4.86034
Se -0.50257 -0.74180 2.40395
H -0.26922 -1.63458 6.63161
H 0.99823 -1.74761 5.39730
H -0.48384 -2.69083 5.22703
H -0.23836 1.52380 6.13251
H -0.49973 2.11708 4.48738
H 0.99987 1.25745 4.89798
H -2.95854 -0.16087 5.91684
H -3.16633 -1.21084 4.50477
H -3.15292 0.53959 4.30063
Se 1.21699 -0.24934 -2.26015
C -0.14146 0.52160 -3.38772
C 0.08765 1.75119 -3.98448
C -0.89226 2.28084 -4.81255
N -2.04565 1.67420 -5.06966
C -2.25039 0.49375 -4.48905
C -1.33778 -0.12611 -3.64873
H 1.00820 2.29387 -3.81332
H -0.73704 3.24266 -5.28927
H -3.19945 0.01453 -4.69978
H -1.57481 -1.07447 -3.19219
```

- Multiplicity: 3
- HOMO-LUMO gap (alpha / beta): 6.3 / 7.7 eV
- ΔE to the lowest compared entry with this formula, charge and spin: 0.000 eV

***

Record 5
The following is a DFT calculation (the ωB97M-V functional and the def2-TZVPD basis) of a single C22H25F3N2O4S molecule at a distorted geometry.

```
57
Properties=species:S:1:pos:R:3
C 1.19489 5.60446 -0.19041
C 0.11060 4.59141 0.00579
C -0.15034 4.07205 1.26956
C -1.11951 3.10044 1.44725
C -1.83715 2.65518 0.35479
C -1.60837 3.16751 -0.90812
C -0.63097 4.13055 -1.07897
H -0.43544 4.52756 -2.06413
H -2.19197 2.79907 -1.73625
S -3.08915 1.39775 0.55342
O -4.36785 1.91307 0.16369
O -2.97937 0.82223 1.86988
N -2.62022 0.30470 -0.63973
C -1.33186 -0.29589 -0.39130
H -0.69843 0.50278 0.00096
C -1.35986 -1.46059 0.60893
N -1.81256 -2.69831 0.00942
C -3.09050 -2.89342 -0.40248
O -3.44558 -3.93326 -0.92627
C -4.04314 -1.72734 -0.21674
H -4.06720 -1.38316 0.81780
H -5.03637 -2.08840 -0.48731
C -3.67584 -0.55030 -1.13425
H -4.54196 0.10468 -1.24307
H -3.38530 -0.92107 -2.12328
C -0.81712 -3.68958 -0.34815
C 0.07337 -4.11464 0.82698
O 1.16935 -3.24394 1.03940
C 2.29200 -3.47734 0.21389
C 3.11640 -2.21989 0.13333
C 2.47932 -1.00537 -0.07418
C 3.21602 0.16814 -0.13569
C 4.59718 0.14812 -0.01078
C 5.23202 -1.06740 0.18001
C 4.49951 -2.23968 0.26044
H 5.00738 -3.17830 0.42490
H 6.30605 -1.09744 0.27824
H 5.16202 1.06582 -0.05985
C 2.45488 1.45063 -0.30353
F 1.62514 1.42132 -1.36470
F 3.23198 2.52967 -0.46536
F 1.67284 1.70627 0.76398
H 1.40728 -0.96783 -0.17780
H 1.97651 -3.75896 -0.80232
H 2.89185 -4.30493 0.62108
H -0.50462 -4.09197 1.75358
H 0.43421 -5.13752 0.66406
H -0.18507 -3.29987 -1.15764
H -1.37252 -4.55181 -0.72486
H -0.35896 -1.63328 1.00439
H -2.00240 -1.17645 1.44599
H -0.92402 -0.62959 -1.35280
H -1.32510 2.67239 2.41535
H 0.41899 4.42136 2.11777
H 1.31780 6.21945 0.69752
H 0.98066 6.24513 -1.04207
H 2.14050 5.09575 -0.38036
```

- Multiplicity: 1
- HOMO-LUMO gap: 9.6 eV
- ΔE to the lowest compared entry with this formula, charge and spin: 0.047 eV
- SMILES: Cc1ccc(S(=O)(=O)N2CCC(=O)N(CCOCc3cccc(C(F)(F)F)c3)CC2)cc1

***

Record 6
The following is a DFT calculation (the ωB97M-V functional and the def2-TZVPD basis) of a molecular structure, C22H25F6INO4PS4SbScSeSi at a distorted geometry.

```
68
Properties=species:S:1:pos:R:3
Sc -0.13690 -0.58250 0.28140
O -6.31270 3.70460 1.21400
C -5.30700 3.05950 1.27760
S -5.17180 1.39070 0.69560
C -3.48610 1.12410 1.12390
C -2.80750 2.19630 1.68050
S -1.19430 2.19750 2.10500
S -3.78670 3.65600 1.93060
S -2.84770 -0.41950 0.85310
O 1.22380 -0.63520 -3.39780
C 0.99030 0.02870 -2.39120
O 1.09500 -0.39890 -1.19850
C 0.48740 1.47570 -2.51980
P -0.99270 1.57890 -1.39590
C -2.36510 1.46910 -2.61940
C -3.36910 0.51870 -2.47980
C -4.44760 0.49990 -3.34790
C -4.53620 1.43030 -4.36790
C -3.52820 2.36840 -4.53030
C -2.44940 2.38680 -3.66600
C -1.07020 3.36700 -0.99210
C 0.05040 3.96050 -0.41220
C -0.00970 5.25300 0.07010
C -1.18510 5.97930 -0.02690
C -2.30450 5.39380 -0.59140
C -2.25750 4.09090 -1.05610
H 0.24790 1.72140 -3.55820
H 1.26900 2.13350 -2.12920
H -3.31250 -0.20050 -1.67670
H -5.22570 -0.23750 -3.21900
H -5.39730 1.43510 -5.02210
H -3.58720 3.10040 -5.32510
H -1.67820 3.13730 -3.78210
H 0.96840 3.40180 -0.29700
H 0.86090 5.68110 0.54350
H -1.23050 6.98840 0.35540
H -3.23030 5.94670 -0.64900
H -3.15390 3.63660 -1.45810
F 1.62230 1.41420 0.67650
Sb 2.35900 0.32070 2.09690
F 2.59510 -1.13920 0.89430
F 0.43520 -0.26530 2.20800
F 2.72630 -0.86980 3.52880
F 2.01770 1.72520 3.33120
F 4.11970 0.93680 1.74730
C -1.98310 -1.88590 3.80750
Si -1.16690 -3.45700 3.07580
C 0.24150 -4.05800 4.22140
C -2.50640 -4.76610 2.65020
Se -0.14790 -3.03180 0.98960
H -2.32680 -2.05550 4.82320
H -2.83690 -1.57360 3.21130
H -1.28100 -1.05610 3.82940
H -0.14310 -4.44860 5.15760
H 0.91470 -3.23400 4.44690
H 0.82140 -4.83290 3.73000
H -2.96600 -5.17520 3.54390
H -2.06400 -5.57420 2.07620
H -3.27990 -4.30930 2.03880
N -0.15760 -2.89140 -2.83330
C -1.14200 -2.58210 -2.01700
O -1.26540 -1.46710 -1.47720
C -2.18200 -3.61320 -1.66470
I -2.54020 -5.09980 -3.14960
H 0.56170 -2.18180 -3.06390
H -0.04880 -3.83730 -3.16230
H -3.11960 -3.10080 -1.45960
H -1.85530 -4.13050 -0.75820
```

- Multiplicity: 2
- HOMO-LUMO gap (alpha / beta): 6.7 / 6.3 eV
- ΔE to the lowest compared entry with this formula, charge and spin: 1.633 eV
- Net charge: -1

***

Record 7
The following is a DFT calculation (the ωB97M-V functional and the def2-TZVPD basis) of a single C22H25FN2O6S molecule at a distorted geometry.

```
57
Properties=species:S:1:pos:R:3
C -2.80017 0.77102 -4.21157
C -1.40224 0.89759 -4.79765
O -0.53411 1.26514 -3.74245
C 0.80701 1.38237 -3.98278
C 1.41930 1.26745 -5.21863
C 2.79696 1.40372 -5.32399
C 3.56616 1.65107 -4.20431
C 2.96734 1.76972 -2.95960
C 1.59486 1.63766 -2.84148
N 0.89821 1.73729 -1.63272
C 1.37256 1.72003 -0.36525
O 2.54006 1.69781 -0.03910
C 0.25637 1.67114 0.64248
C 0.25579 2.46509 1.78574
C -0.72644 2.35727 2.75863
C -1.70908 1.39365 2.61731
C -1.70544 0.58338 1.49784
C -0.75795 0.72913 0.50837
H -0.80775 0.08348 -0.35404
S -2.89774 -0.75083 1.34679
O -3.08191 -1.00819 -0.05135
O -4.03512 -0.42256 2.15455
N -2.21607 -2.10806 2.00277
C -1.22182 -2.82198 1.22728
C 0.00070 -3.19974 2.06303
H 0.83079 -3.44888 1.40205
H -0.20675 -4.06076 2.69801
C 0.41792 -2.03663 2.97384
C -0.73206 -1.67785 3.94172
C -2.09013 -2.18269 3.43448
H -2.90690 -1.58956 3.84618
H -2.23864 -3.22541 3.73294
H -0.74146 -0.59326 4.05753
H -0.50667 -2.12756 4.90906
O 1.56218 -2.37632 3.73934
C 2.66562 -1.64479 3.24315
H 3.19584 -2.22427 2.47660
C 2.00016 -0.41045 2.63829
H 1.81349 0.34857 3.40987
O 0.77645 -0.93323 2.15916
H 2.53794 0.03424 1.80216
H 3.33347 -1.42693 4.07523
H -0.92593 -2.18342 0.39474
H -1.68042 -3.72826 0.81319
H -2.48738 1.26733 3.35345
H -0.69730 3.01492 3.61349
F 1.20908 3.39265 1.95075
H -0.10578 1.71591 -1.76256
H 3.55469 1.95770 -2.07657
H 4.63638 1.75372 -4.29253
H 3.26139 1.31155 -6.29393
H 0.83596 1.07118 -6.10432
H -1.38424 1.66431 -5.58419
H -1.07907 -0.05897 -5.22968
H -2.80713 0.04283 -3.40423
H -3.12619 1.72836 -3.81367
H -3.49480 0.45332 -4.98342
```

- Multiplicity: 1
- HOMO-LUMO gap: 8.8 eV
- ΔE to the lowest compared entry with this formula, charge and spin: 1.136 eV
- SMILES: CCOc1ccccc1NC(=O)c1cc(S(=O)(=O)N2CCC3(CC2)OCCO3)ccc1F